Computed, not measured: a molecular structure, C37H28Cl2N4O2P2PtSe2, with ωB97M-V/def2-TZVPD.

Summary:
Net charge = 0
Kohn-Sham gap (spin up / spin down) = 6.8 / 6.8 eV
Relative energy (zero: lowest compared OMol25 entry of this formula, charge and spin) = 9.01 kcal/mol
Highest occupied orbital energy (spin up / spin down) = -7.558 / -7.698 eV
Energy = -8321.59974 Ha

Positions of all 78 atoms, in Å:
Pt  -0.858  -1.805  -1.976
Se  2.125  1.065  3.370
P  0.048  0.947  3.063
C  -0.798  -0.045  4.322
C  -0.046  -0.830  5.185
C  -0.675  -1.568  6.173
C  -2.052  -1.515  6.305
C  -2.804  -0.722  5.447
C  -2.182  0.014  4.457
C  -0.758  2.573  3.143
C  -1.468  3.112  2.080
C  -2.014  4.382  2.184
C  -1.860  5.109  3.352
C  -1.153  4.570  4.420
C  -0.598  3.309  4.314
C  -0.522  0.268  1.490
C  -0.031  0.109  0.194
N  -1.052  -0.446  -0.500
N  -2.098  -0.582  0.291
N  -1.809  -0.147  1.475
P  1.409  0.555  -0.795
Se  1.257  -0.368  -2.737
C  1.365  2.361  -0.967
C  1.347  3.168  0.167
C  1.276  4.542  0.037
C  1.233  5.120  -1.224
C  1.262  4.320  -2.354
C  1.324  2.941  -2.229
C  2.903  0.044  0.051
C  3.998  0.891  0.159
C  5.148  0.434  0.781
C  5.201  -0.858  1.280
C  4.111  -1.706  1.153
C  2.957  -1.261  0.534
H  1.032  -0.855  5.078
H  -0.087  -2.181  6.841
H  -2.543  -2.087  7.078
H  -3.879  -0.678  5.550
H  -2.768  0.624  3.783
H  -1.597  2.545  1.167
H  -2.561  4.800  1.349
H  -2.290  6.097  3.433
H  -1.030  5.137  5.332
H  -0.026  2.894  5.135
H  1.418  2.730  1.151
H  1.256  5.159  0.925
H  1.176  6.195  -1.324
H  1.227  4.766  -3.338
H  1.324  2.311  -3.109
H  3.950  1.904  -0.218
H  6.001  1.090  0.881
H  6.099  -1.207  1.771
H  4.153  -2.714  1.537
H  2.103  -1.918  0.432
O  1.296  -4.971  -0.592
C  0.578  -4.154  -1.125
O  0.126  -3.084  -0.587
C  0.160  -4.378  -2.584
C  0.480  -5.598  -3.208
C  0.054  -5.819  -4.484
C  -0.683  -4.814  -5.153
C  -1.152  -4.968  -6.477
C  -1.844  -3.961  -7.090
C  -2.091  -2.756  -6.404
C  -1.651  -2.580  -5.124
C  -0.948  -3.608  -4.470
N  -0.519  -3.421  -3.193
H  1.046  -6.313  -2.631
H  0.269  -6.747  -4.997
H  -0.948  -5.896  -6.992
H  -2.199  -4.082  -8.103
H  -2.630  -1.960  -6.896
H  -1.829  -1.651  -4.600
Cl  -2.157  3.062  -2.744
C  -3.024  1.644  -2.155
Cl  -2.701  0.213  -3.149
H  -4.093  1.834  -2.189
H  -2.683  1.411  -1.150